The following is a quantum chemistry calculation of an isolated molecule of C19H15N3O2S2 in a non-equilibrium geometry, from OMol25.

LUMO level	0.20	eV
DFT total energy	-1844.2105	hartree
HOMO energy	-8.29	eV
max |F|	0.020	hartree/bohr
SMILES	O=C1CN(C(=O)CSc2nc(-c3ccccc3)cs2)c2ccccc2N1

Structure (XYZ):
```
41
Properties=species:S:1:pos:R:3:forces:R:3
O 4.93023 0.09030 0.86415 0.235 0.016 0.075
C 3.79986 -0.31421 0.98205 0.021 -0.076 0.317
C 3.23928 -0.93488 2.26103 0.418 -0.026 0.252
N 1.82528 -0.64289 2.38204 0.344 -0.354 -0.235
C 1.43250 0.26738 3.32163 -0.319 0.232 0.114
O 2.11958 0.51400 4.28827 0.026 0.129 0.167
C 0.17695 1.07007 3.02953 -0.331 0.079 0.223
S -1.42514 0.30348 3.45406 0.278 0.135 0.468
C -2.15784 0.31562 1.87921 -0.551 -0.153 -0.085
N -1.59511 0.76188 0.81457 0.220 0.234 0.191
C -2.36477 0.58045 -0.29833 -0.905 -0.423 0.290
C -1.82509 0.97263 -1.59329 0.184 0.197 -0.474
C -2.47756 0.66104 -2.78509 0.100 0.065 0.175
C -1.92194 1.01756 -3.99893 -0.047 -0.024 -0.114
C -0.70969 1.68666 -4.04481 0.056 0.009 -0.064
C -0.05455 2.00073 -2.86535 0.041 0.041 -0.086
C -0.60592 1.64741 -1.64953 -0.168 -0.007 0.062
C -3.57136 -0.00855 -0.04294 0.217 0.098 0.085
S -3.75134 -0.36799 1.63284 0.679 0.293 -0.188
C 1.07920 -1.08295 1.26967 -0.253 -0.072 -0.355
C -0.09976 -1.80140 1.38032 0.194 -0.179 -0.145
C -0.76246 -2.21439 0.23647 -0.044 -0.078 0.042
C -0.24957 -1.91447 -1.01415 0.043 -0.024 0.037
C 0.95955 -1.25247 -1.13358 0.075 -0.026 0.095
C 1.64339 -0.86122 0.00797 -0.391 -0.190 0.276
N 2.90008 -0.26534 -0.04373 -0.115 0.277 -0.544
H 3.75886 -0.51927 3.12670 -0.026 -0.089 -0.238
H 3.40869 -2.01781 2.22938 0.015 0.094 0.004
H 0.24212 1.97962 3.62788 0.094 -0.109 -0.130
H 0.10205 1.30322 1.96716 0.065 0.078 0.070
H -3.41892 0.13406 -2.76367 -0.109 -0.077 -0.008
H -2.43647 0.77084 -4.91605 -0.041 -0.020 -0.070
H -0.27902 1.96232 -4.99592 0.032 0.022 -0.078
H 0.88902 2.52615 -2.89500 0.074 0.052 0.002
H -0.10277 1.88965 -0.72678 0.056 0.004 0.068
H -4.36418 -0.24837 -0.72021 -0.163 -0.034 -0.222
H -0.48996 -2.03533 2.35847 0.017 -0.020 0.061
H -1.68384 -2.76907 0.32519 -0.106 -0.038 0.007
H -0.78208 -2.21313 -1.90362 -0.049 -0.031 -0.103
H 1.37719 -1.04288 -2.10679 0.063 0.014 -0.124
H 3.24553 0.05156 -0.94080 0.069 -0.022 0.181
```
Forces are in eV/Å.


The following is a quantum chemistry calculation of a structure of composition C4H9N3O in a non-equilibrium geometry, from OMol25.

LUMO level	0.76	eV
DFT total energy	-397.2488	hartree
HOMO energy	-8.68	eV
max |F|	0.029	hartree/bohr

Structure (XYZ):
```
17
Properties=species:S:1:pos:R:3:forces:R:3
C 0.22065 -0.50818 -1.54499 -0.034 0.166 0.095
C -1.93503 0.53475 -0.67527 0.044 -0.070 0.090
C 0.83732 1.02905 0.85992 -0.117 -0.086 -0.968
C -0.44176 0.40823 -0.54644 0.415 -0.916 1.080
N 0.92424 -1.19100 1.68046 -0.026 0.041 -0.397
O 1.90210 1.45801 1.53190 -0.253 -0.018 0.081
N 0.25595 1.57286 -0.17063 0.638 0.684 0.377
N 0.18783 -0.14740 1.08341 -0.745 0.056 -0.443
H 2.08940 0.79044 2.21270 -0.063 0.048 -0.025
H 0.28040 -1.82599 2.13814 0.074 0.102 -0.063
H 1.46994 -1.71474 0.99511 -0.075 0.043 0.058
H 0.04271 -0.11352 -2.54885 0.021 -0.019 -0.003
H 1.29711 -0.55183 -1.38429 0.012 0.028 -0.002
H -2.37814 -0.31471 -1.19235 -0.021 -0.071 0.074
H -2.15872 1.43766 -1.24871 0.135 -0.005 0.020
H -2.38997 0.64806 0.30692 0.014 0.026 0.015
H -0.20404 -1.51169 -1.49704 -0.020 -0.008 0.011
```
Forces are in eV/Å.


The following is a quantum chemistry calculation of a structure of composition C9H26ClN4O5P2Pt, from OMol25.

LUMO level (alpha / beta)	-9.17 / -12.88	eV
DFT total energy	-2214.8152	hartree
HOMO energy (alpha / beta)	-18.73 / -18.65	eV
max |F|	0.009	hartree/bohr
2S+1	5
total charge	+3
⟨S²⟩	6.0393

Structure (XYZ):
```
48
Properties=species:S:1:pos:R:3:forces:R:3
Pt -2.21362 2.24769 2.15106 -0.188 0.071 -0.218
C -3.27143 -2.05624 -0.09043 -0.026 -0.007 0.027
N -1.86088 -1.86501 -0.42925 -0.014 0.071 0.033
C -1.26660 -2.86576 -1.30323 0.052 -0.052 -0.015
P -0.95439 -0.75308 0.45995 0.213 -0.162 -0.016
O -1.78422 0.36937 0.90158 0.231 -0.115 0.032
O 0.25491 -0.43793 -0.54492 -0.167 0.170 0.116
P 1.19982 0.89562 -0.50530 0.043 -0.208 -0.203
O 0.96559 1.75611 0.63682 0.019 0.026 0.043
N 2.70516 0.32474 -0.77776 -0.056 0.063 0.143
C 3.85162 1.14398 -0.32806 0.003 0.044 -0.003
C 3.04025 -0.79743 -1.65769 -0.033 -0.052 -0.039
N 0.85122 1.63625 -1.99825 -0.012 0.014 0.055
C 1.13935 3.06422 -2.12244 -0.007 0.024 0.022
C 0.58178 0.91307 -3.22923 0.028 -0.058 -0.042
N -0.31560 -1.70108 1.63964 -0.109 0.140 -0.105
C -1.09050 -1.91657 2.87467 -0.045 -0.006 0.038
C 0.84076 -2.58313 1.44368 0.077 -0.019 -0.012
H -3.84109 -2.09738 -1.02246 0.017 0.003 -0.011
H -3.63194 -1.23729 0.52305 -0.003 0.000 -0.002
H -3.40554 -3.01378 0.42215 0.027 -0.007 -0.013
H -1.84430 -2.90263 -2.23030 -0.006 0.015 0.003
H -1.33555 -3.85608 -0.83994 -0.029 0.021 0.021
H -0.23015 -2.63145 -1.52394 -0.011 0.000 -0.008
H 3.51568 1.93190 0.34089 -0.009 -0.002 -0.011
H 4.36200 1.56977 -1.19352 0.012 -0.012 0.008
H 4.54568 0.49610 0.20800 -0.006 -0.017 -0.017
H 3.43647 -0.43524 -2.60928 0.007 0.025 0.008
H 2.17152 -1.42527 -1.84115 0.014 0.011 0.001
H 3.81593 -1.39393 -1.17674 0.001 0.008 0.007
H 1.30155 3.50671 -1.14412 0.004 -0.007 -0.002
H 0.28451 3.54326 -2.60764 -0.009 -0.023 -0.009
H 2.01065 3.21263 -2.76783 -0.005 -0.030 -0.009
H 0.34315 -0.12721 -3.03034 -0.010 0.020 -0.006
H 1.44853 0.97468 -3.89672 0.003 0.027 0.030
H -0.25453 1.39417 -3.74218 -0.005 0.024 0.019
H -1.96477 -1.27060 2.89985 0.011 0.005 -0.009
H -0.44851 -1.68296 3.72547 0.002 -0.010 -0.006
H -1.39717 -2.96179 2.94470 0.018 -0.003 -0.014
H 0.56540 -3.48337 0.88593 -0.026 0.004 0.024
H 1.19826 -2.89512 2.42256 0.001 0.026 0.013
H 1.64140 -2.06063 0.92487 -0.025 -0.013 -0.017
O -0.66201 2.50771 3.72206 -0.193 0.030 -0.243
O -0.17951 1.43602 3.41479 0.315 -0.284 0.164
Cl -4.14467 3.18838 1.28247 0.082 -0.016 0.069
C -3.26320 3.82157 2.69623 -0.232 0.143 0.044
H -3.85843 3.71210 3.59649 0.026 0.091 0.058
H -2.85256 4.80490 2.49579 0.022 0.027 0.051
```
Forces are in eV/Å.


> The lowest DFT total energy belongs to which entry?

C9H26ClN4O5P2Pt


> Which value of DFT total energy does entry 2 give?

-397.2488 hartree


> Which value of DFT total energy does entry 3 give?

-2214.8152 hartree


> Which formula does entry 1 have?

C19H15N3O2S2